[1]
27
Properties=species:S:1:pos:R:3:forces:R:3:lowdin_charge:R:1 method="wB97M-V/def2-TZVPD" orbital_gap_ev=10.095 total_charge=+1
C -1.460 -1.512 -1.881 -2.5 -3.1 2.8 0.026
N -0.297 -1.550 -0.941 -3.3 -0.6 -3.2 0.063
C -0.009 -0.956 0.132 2.2 2.7 3.1 -0.286
N -0.810 -0.285 0.950 -0.4 -2.2 -1.1 -0.120
C -0.524 0.815 1.778 0.5 1.6 3.1 -0.060
C -2.230 -0.660 1.101 0.9 0.1 -1.7 0.022
C 1.506 -0.919 0.490 -0.1 2.0 -4.8 -0.544
Cl 2.326 -2.186 -0.444 0.7 -0.6 0.3 0.843
C 1.832 -0.942 1.828 0.6 -0.4 2.1 -0.273
N 2.149 -1.026 2.925 0.0 0.2 0.4 0.252
C 2.176 0.529 -0.432 -2.7 -1.2 1.1 -0.461
O 1.406 1.089 -1.153 0.8 -0.2 0.2 0.154
O 3.394 0.684 -0.108 0.8 -1.1 0.4 0.004
C 4.244 1.659 -0.741 -2.6 3.6 3.2 0.047
H -1.501 -0.721 -2.557 0.1 2.0 -0.4 0.073
H -2.421 -1.665 -1.196 1.9 0.6 -2.2 0.121
H -1.411 -2.398 -2.574 0.2 0.5 1.1 0.117
H 0.409 -1.959 -1.460 2.2 -1.1 -0.3 0.050
H -0.729 0.584 2.890 0.2 0.2 -1.7 0.146
H 0.454 1.282 1.794 0.4 -0.5 -0.6 0.099
H -1.189 1.614 1.464 -0.2 0.2 0.1 0.114
H -2.492 -0.109 1.997 -0.9 -0.9 0.1 0.100
H -2.727 -0.293 0.211 -0.7 0.5 0.2 0.086
H -2.303 -1.750 1.006 -0.2 0.2 1.0 0.114
H 4.613 2.285 0.161 -0.5 -0.8 -1.9 0.154
H 3.639 2.223 -1.442 -0.1 0.4 0.2 0.103
H 4.997 1.269 -1.266 3.0 -2.2 -1.6 0.055

=====

[2]
104
Properties=species:S:1:pos:R:3:forces:R:3:lowdin_charge:R:1 method="wB97M-V/def2-TZVPD" orbital_gap_ev="7.438 / 7.665" spin_multiplicity=11 total_charge=0
Mn 1.665 0.051 1.367 -1.0 -0.7 -0.9 0.772
Mn -1.256 0.016 0.408 1.5 -0.6 1.5 0.745
N -0.580 -1.129 3.275 -0.2 2.9 0.1 -0.582
O -1.448 -0.453 2.669 -1.8 -0.9 -0.7 -0.076
O -0.810 -2.016 4.032 -1.1 -2.2 0.7 0.076
O 0.551 -0.651 3.209 3.2 0.1 -0.2 -0.078
N 3.017 1.181 -1.383 1.6 4.0 -1.2 -0.620
O 2.622 0.582 -0.426 -1.7 -3.7 2.4 -0.086
O 3.761 2.141 -1.125 0.7 0.5 -0.8 -0.019
O 2.648 0.952 -2.534 -0.4 -0.9 -0.6 -0.015
O 0.393 -1.196 0.334 -0.6 -1.4 -0.9 -0.385
H 0.372 -1.816 -0.421 0.1 0.7 0.9 -0.018
O 0.138 1.388 0.967 -0.4 1.8 0.1 -0.396
H 0.107 2.361 1.043 0.2 -1.0 -0.1 0.009
O -1.284 0.867 -1.459 -0.3 2.1 -5.3 -0.336
S -1.147 1.691 -2.715 0.6 2.4 1.3 0.787
O -0.352 1.369 -3.892 -0.7 -0.4 2.3 -0.254
O -2.563 2.143 -3.315 -1.0 -2.1 2.8 -0.283
C -2.603 2.887 -4.480 0.3 -0.1 -2.9 -0.324
C -4.046 3.047 -4.853 -0.9 -0.1 0.3 -0.055
C -0.843 3.470 -2.173 1.3 -1.2 0.4 -0.059
H -2.024 2.295 -5.189 0.0 0.5 -0.5 0.119
H -2.197 3.895 -4.403 0.4 -0.1 0.4 0.120
H -4.449 3.479 -3.937 -0.7 0.1 -0.2 0.082
H -4.589 2.131 -5.087 0.3 -0.3 0.4 0.083
H -4.290 3.673 -5.711 0.6 0.4 0.2 0.087
H -0.516 3.974 -3.083 0.1 0.0 0.3 0.064
H -0.080 3.466 -1.394 0.4 -0.1 -0.4 0.064
H -1.697 3.971 -1.718 -0.4 -0.6 -0.4 0.071
O -0.373 -3.864 -3.142 0.7 1.3 -1.6 -0.326
S 0.719 -3.270 -3.913 2.8 -0.9 0.2 0.705
O 1.511 -4.114 -4.834 -1.6 1.4 1.7 -0.322
O 0.259 -1.968 -4.806 -0.9 -2.4 1.4 -0.255
C 1.286 -1.065 -5.169 1.2 1.5 0.2 -0.320
C 1.005 -0.403 -6.490 -1.3 1.0 0.2 -0.055
C 1.930 -2.579 -2.578 -1.0 -0.3 -1.6 -0.057
H 2.284 -1.486 -5.284 -0.2 -0.7 0.5 0.120
H 1.278 -0.330 -4.364 0.5 0.1 -0.1 0.084
H 1.924 -0.037 -6.949 -0.1 -0.6 -0.4 0.087
H 0.428 0.509 -6.342 -0.1 0.1 0.3 0.058
H 0.310 -1.011 -7.069 0.7 -0.3 -0.6 0.088
H 1.333 -1.950 -1.918 0.3 0.1 -0.2 0.036
H 2.727 -2.023 -3.072 -0.3 0.1 0.1 0.058
H 2.385 -3.428 -2.069 -0.4 -0.2 -0.2 0.060
O -4.916 -0.654 -0.942 0.0 -0.3 0.5 -0.273
S -3.975 -1.727 -0.873 1.8 -2.8 -0.2 0.757
O -2.585 -1.462 -0.381 -3.3 -1.4 -1.0 -0.350
O -4.670 -3.050 -0.087 0.5 2.3 -0.6 -0.260
C -3.864 -3.948 0.696 0.8 -0.8 0.6 -0.262
C -3.587 -3.459 2.100 0.6 0.5 0.4 -0.057
C -3.915 -2.544 -2.539 0.9 1.2 0.9 -0.052
H -2.922 -4.163 0.191 0.0 0.1 -0.3 0.116
H -4.388 -4.900 0.777 -0.5 0.2 -0.6 0.122
H -2.520 -3.294 2.254 0.0 0.6 -0.2 0.063
H -3.801 -4.153 2.913 -0.6 -0.2 -0.3 0.081
H -4.148 -2.537 2.253 0.2 0.1 0.3 0.082
H -2.872 -2.681 -2.824 0.1 -0.1 0.3 0.051
H -4.299 -1.760 -3.192 -0.5 -0.5 -0.1 0.066
H -4.419 -3.508 -2.468 -0.2 0.5 -0.2 0.075
O -3.010 0.904 0.873 -2.8 0.8 1.0 -0.366
S -4.301 1.227 1.491 -1.3 -0.5 1.7 0.722
O -5.190 0.259 2.162 2.4 1.9 -1.9 -0.252
O -4.030 2.367 2.610 -0.9 -2.7 -1.2 -0.252
C -3.053 3.303 2.264 0.8 1.1 1.2 -0.294
C -3.390 4.435 3.217 0.6 0.9 -0.2 -0.050
C -5.206 2.248 0.328 -0.3 -0.1 0.4 -0.089
H -2.958 3.463 1.190 -0.3 0.4 0.1 0.112
H -2.079 2.960 2.614 0.1 -0.5 -0.3 0.114
H -2.441 4.953 3.357 -0.2 0.3 0.5 0.079
H -3.761 3.973 4.132 0.5 0.1 0.1 0.091
H -4.141 5.186 2.971 -0.1 -0.2 -0.6 0.078
H -4.506 2.864 -0.237 0.0 -0.5 -0.3 0.067
H -5.800 2.946 0.917 -0.1 -0.3 0.2 0.081
H -5.871 1.597 -0.239 0.4 0.1 -0.3 0.069
O 3.305 3.612 3.422 0.6 0.1 -0.3 -0.254
S 2.861 2.272 3.571 -1.6 -1.2 2.2 0.725
O 2.669 1.427 2.394 1.6 1.8 2.6 -0.326
O 3.810 1.425 4.663 -1.7 1.3 -2.4 -0.260
C 4.259 2.059 5.868 1.0 -1.1 1.1 -0.270
C 5.635 1.388 6.092 -0.3 0.9 -0.7 -0.056
C 1.282 2.357 4.577 1.2 -0.3 -1.4 -0.062
H 3.631 1.779 6.714 -0.5 -0.3 -0.2 0.113
H 4.274 3.147 5.940 0.2 0.1 -1.1 0.118
H 6.284 2.107 6.593 0.1 -0.5 0.5 0.077
H 6.078 1.202 5.114 0.0 0.2 0.0 0.079
H 5.532 0.400 6.541 0.1 0.3 0.4 0.081
H 1.456 3.057 5.394 0.2 -0.3 0.0 0.066
H 1.051 1.326 4.844 -0.1 0.2 0.1 0.064
H 0.538 2.778 3.901 0.0 -0.2 0.0 0.057
O 4.053 -3.646 2.777 -1.4 2.2 -2.3 -0.312
S 3.449 -2.916 1.627 1.7 -1.5 0.9 0.797
O 3.193 -1.459 1.670 0.3 -2.6 0.5 -0.341
O 4.512 -3.055 0.340 -4.1 -1.8 0.9 -0.289
C 5.810 -2.564 0.523 0.3 -0.4 -0.2 -0.278
C 6.532 -2.804 -0.812 -0.3 1.3 -0.1 -0.048
C 1.935 -3.964 1.112 1.2 1.2 -0.5 -0.044
H 6.298 -3.145 1.306 0.1 0.2 0.2 0.117
H 5.602 -1.541 0.837 1.2 0.4 -0.3 0.120
H 5.917 -2.678 -1.703 -0.6 0.3 0.3 0.073
H 6.965 -3.788 -0.989 0.4 0.2 0.8 0.079
H 7.197 -1.943 -0.864 0.8 -0.5 -0.3 0.080
H 2.180 -5.016 0.966 0.7 0.3 0.0 0.073
H 1.646 -3.484 0.177 -0.3 -0.2 0.2 0.021
H 1.156 -3.921 1.872 0.3 0.7 0.1 0.074

=====

[3]
7
Properties=species:S:1:pos:R:3:forces:R:3:lowdin_charge:R:1 method="wB97M-V/def2-TZVPD" orbital_gap_ev="6.607 / 6.606" total_charge=0
C -0.385 -0.245 -0.204 -1.7 0.7 -1.5 -0.506
O -0.919 0.993 0.239 -0.8 -1.0 -3.5 -0.010
O 0.513 -0.849 0.581 2.9 1.2 -1.5 -0.267
I 2.915 -0.032 -0.124 -2.4 -0.8 0.9 0.451
H -1.175 -1.054 -0.287 0.1 0.5 0.4 0.158
H -0.274 0.077 -1.299 1.0 -1.3 1.0 0.149
H -0.677 1.111 1.094 1.0 0.6 4.3 0.025